[1]
92
Properties=species:S:1:pos:R:3 method="wB97M-V/def2-TZVPD" total_energy_ha=-5769.6622 homo_lumo_gap_ev=3.827 max_force_ev_per_a=0.61 e_above_lowest_kcal_mol=0.00 homo_ev=0.37 total_charge=-2
Pd 0.146 -1.668 -0.666
C 3.964 -3.216 -0.283
Si 3.514 -1.986 -1.625
C 5.080 -0.984 -2.050
C 3.098 -2.916 -3.202
N 2.228 -1.007 -1.125
P 1.733 0.485 -0.887
C 0.107 0.634 -0.776
P -1.500 0.376 -0.699
N -1.906 -1.178 -0.642
Si -3.258 -2.206 -0.601
C -4.868 -1.193 -0.484
C -3.223 -3.325 0.909
C -3.414 -3.229 -2.163
C -2.205 1.246 0.761
C -2.655 0.527 1.862
C -3.100 1.187 3.002
C -3.083 2.573 3.064
C -2.613 3.301 1.975
C -2.178 2.639 0.837
C -2.409 1.151 -2.100
C -1.801 1.061 -3.351
C -2.428 1.556 -4.483
C -3.674 2.164 -4.381
C -4.289 2.261 -3.141
C -3.661 1.752 -2.009
C 2.502 1.539 -2.188
C 2.356 1.108 -3.506
C 2.884 1.839 -4.558
C 3.572 3.022 -4.308
C 3.724 3.461 -3.001
C 3.192 2.723 -1.949
C 2.487 1.185 0.645
C 3.683 0.705 1.165
C 4.205 1.227 2.342
C 3.539 2.246 3.009
C 2.339 2.732 2.498
C 1.814 2.195 1.329
H 4.777 -3.880 -0.596
H 3.072 -3.815 -0.076
H 4.261 -2.709 0.641
H 5.855 -1.683 -2.384
H 5.494 -0.403 -1.221
H 4.882 -0.289 -2.872
H 3.929 -3.550 -3.530
H 2.866 -2.211 -4.007
H 2.213 -3.531 -3.015
H -4.878 -0.519 0.378
H -5.715 -1.880 -0.380
H -5.031 -0.595 -1.384
H -3.390 -2.757 1.832
H -2.241 -3.806 0.946
H -3.995 -4.099 0.843
H -3.575 -2.573 -3.025
H -4.243 -3.942 -2.106
H -2.476 -3.774 -2.299
H -2.643 -0.556 1.815
H -3.466 0.613 3.846
H -3.433 3.085 3.953
H -2.586 4.384 2.013
H -1.799 3.208 -0.006
H -0.822 0.598 -3.416
H -1.941 1.470 -5.447
H -4.162 2.559 -5.265
H -5.263 2.730 -3.049
H -4.160 1.820 -1.050
H 1.833 0.175 -3.695
H 2.764 1.483 -5.574
H 3.990 3.593 -5.129
H 4.263 4.379 -2.794
H 3.324 3.076 -0.933
H 4.188 -0.112 0.665
H 5.126 0.824 2.748
H 3.943 2.651 3.930
H 1.804 3.519 3.020
H 0.855 2.515 0.935
C -1.042 -2.990 4.434
N -0.453 -1.681 4.562
C -1.143 -0.647 5.302
C -0.322 0.609 4.982
N 0.335 0.213 3.759
C 0.353 -1.141 3.583
S 1.112 -1.944 2.373
H -0.978 -3.537 5.379
H -0.502 -3.532 3.659
H -2.095 -2.917 4.137
H -1.165 -0.869 6.372
H -2.181 -0.547 4.957
H 0.393 0.830 5.785
H -0.961 1.481 4.830
H 1.031 0.768 3.288
Se 0.100 -4.082 -0.931

***

[2]
93
Properties=species:S:1:pos:R:3 method="wB97M-V/def2-TZVPD" total_energy_ha=-2725.9749 homo_lumo_gap_ev="8.285 / 6.141" max_force_ev_per_a=3.43 multiplicity=3 e_above_lowest_kcal_mol=0.00 homo_ev="-8.32 / -8.32" s2=2.0056
Pd 0.052 -2.203 3.451
C -1.072 2.514 2.228
C -1.380 1.443 1.489
C -1.036 1.044 0.075
C 0.188 0.132 -0.149
C 1.502 0.696 0.329
C 1.706 1.838 0.986
C 0.955 3.121 0.776
C 0.002 3.527 1.927
C 1.708 -3.215 3.551
H -1.708 2.752 3.097
H -1.918 0.654 2.014
H -0.965 1.914 -0.582
H -1.906 0.484 -0.307
H -0.011 -0.844 0.345
H 0.269 -0.102 -1.234
H 2.345 0.000 0.221
H 2.541 1.859 1.696
H 0.379 3.082 -0.157
H 1.710 3.914 0.630
H 0.602 3.693 2.836
H -0.494 4.486 1.698
H 1.846 -4.080 4.196
H 2.513 -2.460 3.643
H 1.557 -3.497 2.491
P 1.679 -1.087 -3.415
P -1.812 -0.652 -3.278
N 3.012 0.024 -3.683
N 2.376 -2.402 -4.481
N -2.076 1.083 -3.651
N -3.369 -1.158 -3.978
C 0.612 -0.341 -4.711
C -0.782 -0.988 -4.778
C 4.100 0.052 -2.795
C 5.105 0.835 -3.345
C 4.639 1.296 -4.623
C 3.358 0.783 -4.809
C 2.727 -3.650 -3.949
C 2.955 -4.539 -4.999
C 2.767 -3.816 -6.218
C 2.438 -2.512 -5.868
C -2.386 2.023 -2.646
C -2.064 3.295 -3.109
C -1.621 3.158 -4.469
C -1.666 1.803 -4.779
C -4.195 -0.564 -4.939
C -5.192 -1.463 -5.304
C -4.954 -2.671 -4.576
C -3.834 -2.465 -3.790
H 1.051 -0.415 -5.717
H 0.542 0.730 -4.476
H -1.305 -0.656 -5.689
H -0.692 -2.082 -4.863
H 4.042 -0.475 -1.851
H 6.063 1.053 -2.891
H 5.166 1.912 -5.337
H 2.668 0.930 -5.630
H 2.794 -3.792 -2.878
H 3.219 -5.580 -4.909
H 2.862 -4.205 -7.219
H 2.242 -1.670 -6.504
H -2.865 1.715 -1.711
H -2.136 4.212 -2.536
H -1.314 3.927 -5.158
H -1.410 1.315 -5.700
H -4.013 0.439 -5.279
H -5.983 -1.288 -6.018
H -5.523 -3.584 -4.645
H -3.311 -3.117 -3.117
C -1.282 -1.823 7.718
C -0.197 -0.776 7.665
C -0.367 0.398 6.626
C -1.514 1.371 7.009
C -2.950 0.901 7.014
C 0.924 1.267 6.687
O 1.228 1.979 7.631
N 1.769 1.220 5.598
C 1.738 0.340 4.509
O 2.735 0.172 3.803
N 0.510 -0.238 4.319
C -0.487 -0.252 5.209
O -1.468 -0.975 4.854
H -2.174 -1.461 8.231
H -0.893 -2.688 8.258
H -1.551 -2.142 6.707
H -0.061 -0.314 8.654
H 0.762 -1.258 7.416
H -1.277 1.728 8.022
H -1.421 2.265 6.374
H -3.155 0.216 7.840
H -3.587 1.780 7.163
H -3.234 0.432 6.070
H 2.656 1.693 5.698

***

[3]
93
Properties=species:S:1:pos:R:3 method="wB97M-V/def2-TZVPD" total_energy_ha=-2725.8853 homo_lumo_gap_ev="7.498 / 5.341" max_force_ev_per_a=3.56 multiplicity=3 e_above_lowest_kcal_mol=56.22 homo_ev="-8.17 / -8.17" s2=2.0054
Pd 0.109 -2.090 1.918
C -0.838 2.834 2.092
C -1.501 2.203 1.081
C -0.849 1.583 -0.106
C 0.421 0.741 0.081
C 1.702 1.530 -0.164
C 1.982 2.715 0.403
C 1.045 3.882 0.570
C 0.214 3.900 1.862
C 1.402 -3.294 2.734
H -1.099 2.667 3.151
H -2.574 2.182 1.070
H -0.592 2.373 -0.802
H -1.625 0.978 -0.577
H 0.387 0.263 1.091
H 0.349 -0.157 -0.573
H 2.483 0.874 -0.607
H 2.994 2.917 0.760
H 0.389 4.016 -0.301
H 1.699 4.766 0.641
H 0.884 3.986 2.737
H -0.337 4.855 1.817
H 0.988 -3.676 3.686
H 2.120 -2.444 2.871
H 1.779 -4.077 2.070
P 1.786 -1.338 -2.673
P -2.036 -0.595 -2.594
N 3.157 -0.303 -3.201
N 2.231 -2.573 -3.846
N -2.172 1.087 -3.256
N -3.511 -1.122 -3.457
C 0.561 -0.527 -3.790
C -0.798 -1.265 -3.806
C 4.316 -0.092 -2.449
C 5.149 0.768 -3.153
C 4.503 1.090 -4.385
C 3.288 0.412 -4.392
C 2.570 -3.881 -3.494
C 3.073 -4.538 -4.614
C 3.014 -3.603 -5.714
C 2.496 -2.411 -5.212
C -2.717 2.148 -2.506
C -2.516 3.351 -3.161
C -1.893 3.033 -4.411
C -1.676 1.646 -4.444
C -4.159 -0.512 -4.547
C -5.042 -1.416 -5.133
C -4.928 -2.650 -4.400
C -3.974 -2.450 -3.409
H 0.868 -0.449 -4.848
H 0.461 0.503 -3.412
H -1.254 -1.240 -4.815
H -0.685 -2.341 -3.570
H 4.446 -0.601 -1.503
H 6.124 1.098 -2.828
H 4.878 1.721 -5.182
H 2.528 0.360 -5.160
H 2.361 -4.207 -2.488
H 3.414 -5.560 -4.638
H 3.256 -3.759 -6.756
H 2.249 -1.491 -5.721
H -3.211 1.962 -1.560
H -2.766 4.346 -2.789
H -1.641 3.759 -5.173
H -1.220 1.018 -5.207
H -3.935 0.506 -4.810
H -5.682 -1.216 -5.981
H -5.484 -3.558 -4.602
H -3.583 -3.128 -2.670
C -1.278 -1.858 7.895
C -0.153 -0.907 7.510
C -0.285 -0.083 6.144
C -1.506 0.894 6.189
C -2.882 0.282 6.371
C 0.976 0.792 6.059
O 1.252 1.707 6.828
N 1.825 0.506 5.024
C 1.523 -0.121 3.802
O 2.191 0.140 2.810
N 0.526 -1.017 3.857
C -0.405 -0.975 4.848
O -1.483 -1.558 4.662
H -1.892 -1.450 8.715
H -0.835 -2.793 8.254
H -1.916 -2.079 7.032
H -0.040 -0.152 8.319
H 0.811 -1.455 7.498
H -1.332 1.631 6.995
H -1.472 1.462 5.238
H -2.998 -0.132 7.381
H -3.629 1.073 6.231
H -3.028 -0.496 5.608
H 2.650 1.083 4.989